Record 1
This record from OMol25 describes 2 unconnected molecules or ions with the total composition C8H15N2O in a non-equilibrium geometry. The level of theory is ωB97M-V/def2-TZVPD.

As for the total energy: -498.27197 a.u. The value obtained for the orbital gap is 0.331 hartree. The calculation puts the energy above the lowest of the compared OMol25 structures with the same formula, charge and spin at 2.619 eV. As for the net charge: +1. The value obtained for the HOMO energy is -13.72 eV. The value obtained for the molar mass is 155.22 g mol⁻¹. The largest force on an atom comes out at 0.0725 hartree/bohr. The LUMO energy comes out at -4.720 eV.

Geometry as XYZ:
```
26
Properties=species:S:1:pos:R:3:forces:R:3:nbo_charge:R:1
C 1.389 -3.015 -0.669 -2.37 0.71 2.43 -0.02
C 0.953 -2.483 0.532 0.33 0.31 -3.70 -0.31
C -0.767 -2.128 -1.599 2.70 1.35 -0.12 0.27
C 0.478 -2.983 -1.825 -2.12 -1.70 1.64 -0.58
C -0.241 -1.641 0.600 0.52 -2.17 1.84 0.59
C -2.225 2.827 0.089 -0.09 -0.37 -1.29 -0.61
C -1.200 1.785 -0.481 -1.53 0.71 -1.44 -0.46
C -0.177 1.571 0.565 1.83 0.05 1.22 -0.09
N -0.957 -1.446 -0.519 -2.21 -0.27 -1.86 -0.48
N -0.821 -1.429 1.789 0.75 0.01 -0.94 -0.68
O 0.666 0.413 0.328 -0.28 0.32 0.57 -0.72
H 2.237 -3.663 -0.618 0.56 -0.09 -0.39 0.24
H 1.632 -2.603 1.287 1.11 -0.05 2.42 0.24
H -1.263 -1.830 -2.536 -0.56 -0.33 0.77 0.22
H 0.935 -2.869 -2.751 0.79 0.94 -1.81 0.28
H 0.101 -4.042 -1.989 0.25 0.67 0.39 0.30
H -1.842 3.864 0.088 -0.09 -0.53 -0.19 0.22
H -3.121 2.755 -0.569 0.44 0.41 0.74 0.23
H -2.478 2.592 1.120 -0.24 -0.13 -0.01 0.20
H -0.856 2.185 -1.550 -0.18 -0.97 2.39 0.22
H -1.702 0.789 -0.646 0.28 1.18 0.01 0.22
H 0.524 2.395 0.695 -0.07 0.43 -0.33 0.20
H -0.553 1.481 1.610 -0.33 -0.40 -0.88 0.18
H -0.356 -1.662 2.656 0.21 -0.03 -0.29 0.43
H -1.670 -0.904 1.896 -0.28 0.09 -0.42 0.43
H 1.020 0.580 -0.536 0.60 -0.13 -0.78 0.48
```
Positions in Å, forces in eV/Å.



Record 2
This record from OMol25 describes a gas-phase ion, C8H15N2O (charge +1) in a non-equilibrium geometry. The level of theory is ωB97M-V/def2-TZVPD.

As for the total energy: -498.24011 a.u. The value obtained for the orbital gap is 0.412 hartree. The calculation puts the energy above the lowest of the compared OMol25 structures with the same formula, charge and spin at 3.486 eV. As for the net charge: +1. The value obtained for the HOMO energy is -14.04 eV. The value obtained for the molar mass is 155.22 g mol⁻¹. The largest force on an atom comes out at 0.0939 hartree/bohr. The LUMO energy comes out at -2.835 eV.

Geometry as XYZ:
```
26
Properties=species:S:1:pos:R:3:forces:R:3:nbo_charge:R:1
C -2.496 0.556 0.712 1.89 0.15 -0.82 -0.15
C -1.326 0.306 0.465 -2.67 0.71 1.00 -0.03
C 1.079 0.322 1.436 1.09 2.11 -1.80 0.64
C -0.013 -0.422 -2.331 2.64 3.93 -0.25 -0.63
C 0.497 2.022 -1.334 -1.14 -2.65 -3.88 -0.64
C -0.699 -2.264 1.364 0.30 0.24 2.38 -0.44
C 0.655 0.472 -1.236 -2.98 -0.01 1.64 -0.12
C 0.044 -0.061 0.340 2.15 -0.84 -1.74 -0.08
N 0.759 1.472 2.008 -2.07 0.77 0.76 -0.77
N 0.196 -1.557 0.439 -0.29 -0.49 -2.56 -0.53
O 2.199 -0.187 1.410 -1.39 -0.57 0.42 -0.61
H -3.501 0.936 0.781 0.23 -0.33 0.11 0.27
H -1.024 -0.441 -2.434 -2.98 0.12 0.07 0.22
H 0.394 -1.345 -2.223 0.99 -3.15 0.12 0.19
H 0.419 -0.059 -3.289 -0.37 -0.17 0.43 0.25
H 0.573 2.588 -0.513 0.06 1.56 3.58 0.22
H -0.380 2.363 -1.930 0.30 -0.52 0.60 0.23
H 1.331 2.327 -1.912 0.90 0.41 -0.81 0.24
H -1.736 -2.374 1.114 -0.30 0.50 -1.06 0.25
H -0.345 -3.249 1.549 0.64 -0.82 -0.08 0.24
H -0.708 -1.766 2.350 0.26 -0.01 -0.49 0.23
H 1.670 0.234 -1.399 1.37 -0.30 1.00 0.22
H -0.256 1.789 1.922 2.18 -0.42 0.46 0.43
H 1.406 1.921 2.646 -0.26 -0.02 -0.08 0.43
H 1.236 -1.641 0.566 -0.52 -0.28 0.75 0.48
H 0.029 -1.941 -0.502 -0.02 0.07 0.26 0.43
```
Positions in Å, forces in eV/Å.



Record 3
This record from OMol25 describes 2 unconnected molecules or ions with the total composition C8H15N2O4 in a non-equilibrium geometry. The level of theory is ωB97M-V/def2-TZVPD.

As for the total energy: -723.97990 a.u. The value obtained for the orbital gap is 0.216 hartree. The calculation puts the energy above the lowest of the compared OMol25 structures with the same formula, charge and spin at 1.907 eV. As for the net charge: +1. The value obtained for the HOMO energy is -11.54 eV. The value obtained for the molar mass is 203.22 g mol⁻¹. The largest force on an atom comes out at 0.0344 hartree/bohr. The LUMO energy comes out at -5.648 eV.

Geometry as XYZ:
```
29
Properties=species:S:1:pos:R:3:forces:R:3:nbo_charge:R:1
N 3.961 0.051 0.441 -0.31 0.66 -0.36 -0.82
C 2.875 0.996 0.086 0.80 -0.96 0.41 -0.22
C 2.052 0.388 -1.017 -0.11 0.11 -0.20 -0.38
C 0.816 1.216 -1.380 0.80 0.01 0.34 -0.46
C -0.054 1.364 -0.200 -0.08 0.10 -0.48 -0.02
C -0.830 0.458 0.371 0.20 0.46 0.35 -0.12
C -1.065 -0.914 -0.085 -0.15 -1.02 0.32 -0.24
N -0.906 -1.924 0.968 -0.17 -0.03 -0.05 -0.81
C -1.443 1.090 1.568 -0.70 -1.35 -0.01 0.76
O -2.139 0.555 2.380 -0.04 0.56 -0.12 -0.52
O -1.099 2.396 1.585 0.36 0.85 0.40 -0.48
C -0.174 2.618 0.573 0.86 1.54 -0.02 0.76
O 0.412 3.659 0.424 -1.01 -1.43 0.26 -0.48
H 3.575 -0.875 0.526 -0.03 -0.30 0.15 0.34
H 4.310 0.318 1.348 0.32 -0.12 0.16 0.36
H 2.280 1.188 0.971 -0.48 0.30 0.16 0.16
H 3.337 1.918 -0.226 0.05 0.48 -0.16 0.20
H 1.782 -0.615 -0.713 -0.31 -0.42 0.12 0.18
H 2.667 0.272 -1.894 0.31 -0.03 -0.39 0.23
H 0.275 0.786 -2.205 -0.19 -0.23 -0.36 0.23
H 1.194 2.177 -1.686 -0.13 0.56 -0.20 0.25
H -0.444 -1.145 -0.935 0.30 0.21 -0.53 0.20
H -2.090 -0.988 -0.432 -0.41 0.06 -0.13 0.16
H -1.115 -2.827 0.567 -0.02 -0.25 -0.05 0.34
H 0.064 -2.001 1.239 0.18 0.19 0.21 0.37
O -4.371 -2.454 -0.631 -0.08 0.00 0.06 -0.76
H -4.182 -3.356 -0.300 0.03 -0.03 0.06 0.58
H -4.739 -1.882 0.078 0.07 0.06 0.07 0.59
H -4.950 -2.473 -1.421 -0.04 0.01 -0.04 0.58
```
Positions in Å, forces in eV/Å.



Record 4
This record from OMol25 describes a molecular structure, C8H15N2O4Zn in a non-equilibrium geometry. The level of theory is ωB97M-V/def2-TZVPD.

As for the total energy: -2503.04544 a.u. The value obtained for the orbital gap is 0.134 hartree. As for the net charge: +1. The value obtained for the HOMO energy is -12.59 eV. The value obtained for the molar mass is 268.61 g mol⁻¹. The largest force on an atom comes out at 0.0561 hartree/bohr. The LUMO energy comes out at -8.933 eV.

Geometry as XYZ:
```
30
Properties=species:S:1:pos:R:3:forces:R:3:nbo_charge:R:1
C 2.995 1.212 0.628 -0.19 -0.08 0.16 -0.62
C 2.422 0.661 -0.689 -0.20 0.23 0.38 -0.41
C 0.891 0.527 -0.681 0.16 0.25 -0.20 -0.39
C 0.429 -0.920 -0.329 0.90 -0.81 0.26 -0.08
C 1.240 -1.621 0.786 -0.44 0.08 0.46 -0.62
N -0.973 -1.037 -0.112 -0.55 1.87 -1.33 -0.25
C -1.738 -0.203 0.667 0.46 -2.39 1.54 -0.20
C -2.437 1.000 -0.274 -1.06 1.19 -1.06 0.02
O -2.993 0.424 -1.380 0.94 -0.20 0.23 -0.43
N -4.375 -0.149 -1.023 -0.58 -0.36 0.37 0.45
O -4.452 -1.223 -1.385 0.00 0.37 -0.19 -0.13
C -1.101 0.408 1.905 0.73 1.04 0.84 0.72
O -1.026 1.632 1.946 -0.06 0.33 -0.32 -0.57
O -0.730 -0.380 2.788 -0.52 -0.37 -0.68 -0.41
H 3.142 2.291 0.561 0.05 -0.09 0.01 0.23
H 3.943 0.743 0.889 0.02 0.10 -0.08 0.23
H 2.313 1.049 1.469 0.08 -0.02 -0.07 0.21
H 2.888 -0.297 -0.937 0.02 0.18 -0.25 0.21
H 2.629 1.391 -1.476 0.23 -0.33 -0.13 0.24
H 0.481 1.275 0.004 -0.06 -0.17 -0.05 0.24
H 0.512 0.726 -1.693 -0.18 -0.03 0.15 0.21
H 0.613 -1.503 -1.244 -0.02 0.09 0.22 0.20
H 2.134 -2.045 0.327 0.04 0.20 0.06 0.24
H 1.489 -0.963 1.615 0.09 -0.10 -0.10 0.25
H 0.660 -2.455 1.185 0.09 0.04 -0.01 0.24
H -1.494 -1.337 -0.946 0.11 -0.56 0.17 0.42
H -2.626 -0.772 1.004 -0.21 0.16 -0.39 0.29
H -3.189 1.475 0.360 0.16 -0.28 0.30 0.25
H -1.681 1.725 -0.561 0.23 -0.33 0.11 0.26
Zn 0.033 -1.636 -3.404 -0.22 0.00 -0.41 0.23
```
Positions in Å, forces in eV/Å.